The following is a quantum chemistry calculation of a 14-piece molecular cluster, C24H82N6O14 overall at a distorted geometry, from the OMol25 dataset.

```
126
Properties=species:S:1:pos:R:3:forces:R:3
H 3.3476 -1.3561 -0.0204 -0.3 -0.1 -0.5
H 8.0953 2.1100 1.8310 -0.3 0.7 0.3
H 0.3312 2.9436 -0.8598 0.2 -0.1 0.2
O 2.5180 0.3876 4.8827 -1.0 -0.3 0.0
H 3.8843 0.2247 -3.2582 0.2 -0.4 -0.4
C -6.9823 4.1322 -3.4139 -0.2 1.2 -1.4
H -3.2580 0.3558 -1.2726 -0.3 0.1 0.6
H 1.5653 -7.0393 -2.2888 -0.2 1.0 -0.8
H 0.3862 0.3683 -3.9031 0.9 0.2 -0.3
C 2.4078 -1.9227 0.1308 0.5 0.3 1.0
N 0.3206 -5.2933 -0.0204 -0.6 0.9 1.2
H 1.1573 1.8465 5.2908 0.4 1.4 0.6
H 4.6058 2.4137 0.6033 0.3 0.1 -0.4
H -6.7073 5.2093 -3.1868 -0.5 -1.0 -0.3
O -2.8808 -2.7225 -4.5765 0.4 -0.1 1.1
H 2.0889 -0.6226 -2.1141 0.5 0.6 -0.4
H -0.4574 0.3758 -2.3342 -0.5 -0.1 -1.0
H -5.3374 2.1265 -2.4793 0.4 0.7 0.0
O 4.0388 4.2629 1.2899 -1.0 -0.3 -0.2
H -1.2080 -0.3872 -3.9322 1.4 0.5 1.5
C -3.6353 1.3832 0.5670 -0.7 -0.2 0.3
H 1.9379 4.5058 -2.1619 0.1 -0.9 0.1
N -0.9891 0.5306 5.5807 -1.1 0.0 -0.8
C 3.6271 0.8739 5.5334 2.3 -0.3 -1.2
C -4.9326 3.0651 -2.9439 -0.6 0.0 0.8
H 5.6912 3.9109 3.5821 0.8 0.1 -0.4
H 4.4687 2.4869 2.3075 -0.5 0.3 0.1
H 0.4054 -0.8540 4.6149 -0.4 -0.3 0.2
H -2.7330 -3.4849 -5.1316 0.0 -0.3 -0.3
H -4.1550 -1.4930 1.0017 0.2 0.2 0.8
H 0.6991 -2.0953 -3.6595 0.2 0.4 0.7
H -2.4865 -5.3606 0.6010 0.5 0.3 0.2
C 0.2667 -1.5186 -2.8094 -0.6 -1.0 -0.3
O 1.2533 -6.1685 -2.6452 0.7 -1.6 0.4
H -1.8946 -0.9902 0.8543 -0.2 -0.9 1.0
H 1.2755 -5.3824 0.3729 -0.9 -0.3 -0.3
C 0.1622 0.2039 4.7662 1.0 0.1 0.9
N -2.5006 2.5951 -2.5922 -1.3 -1.6 -0.4
H -5.3121 -0.7735 -0.1053 1.5 0.0 0.1
C -4.3535 2.2328 2.6460 0.0 0.7 -1.5
H 0.7954 -5.8288 -1.8692 -0.3 0.8 0.3
C 6.2071 3.4100 1.6837 1.7 1.5 -2.0
C 1.6399 -3.6529 3.5497 0.1 1.0 -0.1
H 2.6792 -3.4438 3.3366 0.4 -0.2 -0.3
H 0.7552 -0.5418 -0.9835 -0.8 0.7 0.6
H -0.1063 1.9100 3.4975 0.0 0.8 0.2
H 3.7781 1.9576 5.3844 -0.3 -0.1 0.3
H 3.5489 0.5962 6.5705 0.5 0.2 0.7
O 1.1888 -4.7021 2.7589 -0.7 -0.9 -1.0
C 1.2159 -1.1212 -1.7434 2.1 -2.7 0.8
H -0.9457 0.2129 6.5525 -0.3 -0.1 -0.8
O -5.8753 3.4595 -3.9625 0.8 -0.1 0.5
H -7.3013 3.6643 -2.5200 -0.4 -0.5 1.2
C -1.9764 -4.3757 0.5949 -0.4 -0.2 -0.8
H -5.3811 2.4327 2.3194 -0.1 0.0 0.2
H -1.8315 1.9523 -2.9730 0.4 -0.1 0.1
C -3.5755 2.7692 -3.5912 -0.1 2.6 1.3
H -0.6685 -5.5758 2.8222 -0.1 -0.4 -0.2
H -0.7966 0.4614 2.8779 0.9 0.1 0.0
H -3.3753 3.6879 -4.1522 0.0 -0.1 -0.5
H 3.7253 -2.0441 -3.9822 -0.8 -1.3 0.3
O 3.4672 -3.8582 -3.1850 -0.5 0.5 0.8
H -5.1394 -1.8040 -2.4571 0.1 -0.1 -0.5
C -0.2559 -0.2025 -3.2695 -3.2 0.1 -0.9
C 2.6568 3.9263 1.1414 0.7 0.6 1.5
H -4.3070 2.0267 3.6807 -0.1 -0.2 1.1
H -1.2181 0.3131 0.3062 -0.8 -0.2 -0.6
H -2.8458 2.1312 0.4287 -0.1 0.1 -0.1
C 4.7730 3.1056 1.4353 -0.1 -1.6 0.9
O 4.0227 1.0554 -2.7905 0.1 1.4 0.2
H -4.6176 1.7758 0.2105 0.7 -0.1 -0.4
H -3.7701 3.1276 2.4134 0.1 0.2 0.2
H -7.8376 4.0535 -4.1476 1.0 0.4 0.7
H -2.0432 3.3999 -2.2448 0.2 1.0 0.0
H 2.4597 3.0205 -2.0768 0.5 -0.1 -0.2
N -1.9019 -0.4251 0.0408 1.0 1.2 0.1
H 4.5308 0.3786 5.0398 -1.0 0.5 0.9
H -1.3011 -1.8927 -1.5262 -0.1 0.3 0.4
O 0.3208 2.4521 -0.0216 0.7 -2.1 -0.4
O 4.1412 -1.2321 -4.2266 0.8 0.7 -0.5
H -0.6577 -3.8504 3.0295 -0.2 0.1 -0.3
H 6.4061 4.1699 0.8503 0.6 -1.2 0.8
H 5.0469 -1.5273 -4.3844 0.0 0.3 0.0
H 6.4351 5.1280 2.8514 0.0 0.2 -0.5
H -4.8274 3.8664 -2.1509 -0.2 -0.7 -0.8
C -0.2184 -4.6646 2.4437 0.5 0.1 -0.2
C -3.2637 0.0915 -0.1926 0.7 1.1 -0.6
H 0.9195 1.6626 -0.2367 -1.3 1.7 0.5
C 7.0198 2.0933 1.6394 -0.5 0.7 1.0
C 1.3363 0.8217 5.5196 -0.5 -0.8 -0.7
H 2.6847 -2.8583 0.5765 0.3 -0.4 0.7
C 0.1020 0.8635 3.4133 -1.0 -0.9 -0.9
O 1.7351 -2.3203 -1.0322 -0.5 1.6 -0.6
H 1.0965 -2.7359 3.2523 0.1 -0.1 0.7
H -1.8840 0.3779 5.0746 0.9 -0.1 1.1
O -3.8308 1.1418 1.9595 0.7 -1.2 -0.3
H -0.2893 -3.1462 -1.8001 -0.2 -0.3 0.2
H -0.0987 -3.4266 0.7828 0.4 1.0 -0.4
H 6.9199 1.5907 0.7186 -0.4 -0.6 -1.3
H -0.1847 -6.1710 -0.0555 0.5 -0.4 0.2
H 2.3319 3.4636 0.2526 0.2 0.3 -1.7
O -5.3385 -1.8283 -3.4049 -0.9 0.5 0.7
H 1.0442 0.7284 2.8487 -0.6 -0.1 0.2
H 2.1500 4.8136 1.4405 -0.8 0.7 -0.5
H 1.2952 0.6329 6.6226 0.3 0.0 -0.7
H -2.9575 1.4552 -5.1806 0.4 0.3 -0.1
H -2.3606 -2.9213 -3.7518 -0.2 0.5 -0.7
C -0.4746 -4.4145 0.9159 0.3 -0.6 0.3
H -3.7919 0.6488 -3.8944 -0.1 0.9 -0.1
N 6.4690 4.1252 2.9255 -1.1 -0.6 1.4
O 1.6756 3.5703 -2.0585 -0.4 1.0 -0.5
H -4.6502 -2.3204 -3.8465 0.8 -0.2 -0.2
H 2.3116 3.1831 1.8325 0.3 -0.6 1.2
H -2.2439 -3.9298 -0.3996 0.7 -0.4 0.7
C -4.2056 -1.0287 0.0308 -2.6 -0.7 -0.1
H 4.4548 1.6533 -3.4282 -0.3 -0.6 0.4
N -0.8011 -2.3942 -2.2461 0.4 0.1 -1.0
H 2.9976 -4.6969 -3.3118 -0.1 0.1 0.0
H -4.6424 1.6546 -5.0419 -0.8 0.3 -0.3
C -3.7527 1.6216 -4.4573 0.9 -3.1 -0.7
H -4.0151 -1.8643 -0.6248 0.3 -0.2 -0.6
H 1.6132 -3.8845 4.6212 -0.5 0.2 0.0
H 1.8429 -1.3141 0.9043 -0.1 -0.6 -1.0
H -2.4902 -3.7499 1.3203 0.0 0.0 0.2
H 3.0107 -3.4529 -2.4069 0.3 -0.4 -0.6
H 6.5347 1.4826 2.4106 0.3 -0.2 0.0
```
Forces are in eV/Å.

Values from the calculation:
molecular weight: 678.9 g mol⁻¹
relative energy (zero: lowest compared OMol25 entry of this formula, charge and spin): 52.9 kcal/mol
total energy: -63819.90139 eV
Kohn-Sham gap: 9.30 eV

The following is a quantum chemistry calculation of C24H8Cl9IrN2O3 as an isolated structure at a distorted geometry, from the OMol25 dataset.

```
47
Properties=species:S:1:pos:R:3:forces:R:3
C -0.3503 -1.0490 -4.6177 0.0 0.0 0.0
C 0.8044 -2.2408 2.5435 -0.2 0.2 -0.2
C 3.0953 1.4010 -2.2992 0.0 0.0 0.0
C 1.3717 0.2249 -3.4838 0.0 0.0 0.0
H 3.0345 1.2209 -4.4291 0.0 0.0 0.0
Cl -2.2477 3.6260 4.6534 0.0 0.0 0.1
C 0.8190 -3.3942 3.3647 0.0 -0.3 0.2
C 1.9991 -1.4147 2.4774 -0.1 0.2 -0.2
N 1.3216 0.3848 -1.0822 0.0 -0.1 0.1
Cl -0.8046 1.4052 3.0385 0.1 -0.1 0.0
C -2.3417 3.6240 2.9359 -0.1 0.1 -0.1
C -0.9508 -1.3811 -3.3558 0.0 0.0 0.0
C -3.1373 4.6119 0.8875 0.0 0.0 0.1
C -3.0645 4.6189 2.2841 0.1 -0.1 0.0
C -1.6985 2.6336 2.2074 -0.2 0.2 -0.5
C -2.5645 -2.5128 -1.9872 0.0 0.0 0.0
H -2.2835 -2.1742 0.1430 0.0 0.0 0.0
H 1.2117 -0.0450 -5.6324 0.0 0.0 0.0
C 3.1105 -2.9265 4.0189 0.2 0.2 -0.1
C 0.7910 -0.0518 -2.2423 -0.1 0.0 0.1
H -2.5336 -2.6293 -4.1223 0.0 0.0 0.0
Cl -2.5684 3.5913 -1.5558 0.0 0.0 -0.1
H -3.4166 -3.1648 -1.8578 0.0 0.0 0.0
Cl -3.8604 5.8449 3.1878 -0.1 0.1 0.1
Cl -0.6114 -4.3492 3.4189 0.0 0.1 0.0
O -1.1739 1.7022 0.0651 0.6 -0.9 -0.1
Ir 0.0292 0.0203 0.8004 -0.7 1.0 -0.5
C -2.0740 -2.2175 -3.2320 0.0 0.0 0.0
C 1.9417 -3.7347 4.0836 -0.3 -0.1 -0.1
Cl 4.5290 -0.7951 3.1344 -0.1 0.0 0.0
H 2.8391 1.3684 -0.1393 0.0 0.0 0.0
Cl 4.5011 -3.3716 4.9230 -0.1 0.0 0.0
Cl -4.0292 5.8392 0.0787 0.0 0.0 0.0
O 1.9803 -0.3778 1.7370 0.1 -0.4 0.2
C 2.4420 1.0758 -1.1038 0.0 0.0 0.0
H 4.0122 1.9722 -2.2672 0.0 0.0 0.0
C -1.9430 -1.9566 -0.8620 0.0 0.0 0.0
C -1.7488 2.5927 0.7903 -0.2 0.4 0.4
H -0.8027 -1.4379 -5.5214 0.0 0.0 0.0
C -2.4974 3.6263 0.1604 0.2 -0.2 0.2
C 2.5552 0.9835 -3.4871 0.0 0.0 0.0
C -0.3967 -0.8732 -2.1768 0.1 0.1 0.0
C 3.1323 -1.7948 3.2367 0.3 -0.1 0.2
C 0.7573 -0.2831 -4.6787 0.0 0.0 0.0
Cl 1.9376 -5.1441 5.0649 0.0 0.1 0.0
N -0.9038 -1.1543 -0.9595 0.1 0.0 0.1
O -0.2124 -1.8940 1.8580 0.4 -0.2 0.2
```
Forces are in eV/Å.

Values from the calculation:
⟨S²⟩: 6.03
2S+1: 5
molecular weight: 883.6 g mol⁻¹
relative energy (zero: lowest compared OMol25 entry of this formula, charge and spin): 0.0 kcal/mol
total energy: -149680.39608 eV
Kohn-Sham gap (spin up / spin down): 6.94 / 5.85 eV

The following is a quantum chemistry calculation of C24H8FO16Pb as an isolated structure at a distorted geometry, from the OMol25 dataset.

```
50
Properties=species:S:1:pos:R:3:forces:R:3
O 1.2746 -13.6354 -17.5402 -2.8 -1.3 -0.2
H -4.2462 -17.5876 -25.6628 -0.1 0.0 -0.3
C -3.1843 -8.4571 -21.1017 -3.8 -2.9 -1.5
C -5.0713 -17.1006 -25.1644 1.0 2.2 3.5
H 1.6794 -13.3861 -21.9844 0.3 0.1 0.0
O -1.6971 -13.3000 -16.9495 2.2 0.0 0.3
O 2.9907 -11.3327 -21.2193 -1.2 1.5 -1.8
C 1.2219 -9.9439 -22.1327 2.8 4.9 -1.1
H -3.2333 -14.2449 -18.6397 0.0 0.6 0.3
Pb -3.1449 -13.6459 -22.8857 -1.4 1.4 -0.1
C -2.1704 -14.2916 -18.8254 0.2 -3.0 -4.5
F -4.2673 -12.4564 -24.8184 0.5 -0.9 0.4
O 1.8187 -8.7858 -22.1363 0.2 -2.5 0.7
C -6.3836 -17.3016 -25.5717 1.6 -3.2 -3.1
C -0.7790 -11.0566 -22.9551 -0.9 -0.5 0.0
C -2.7353 -11.1276 -20.1008 -3.2 -1.2 -2.7
C -6.0237 -15.5648 -23.3305 1.3 0.4 0.9
C 1.9018 -11.2332 -21.9143 3.0 -2.1 3.7
O -1.9528 -11.0695 -23.3464 1.4 0.3 0.4
H -2.7560 -12.0721 -19.5774 0.5 0.1 0.1
O -2.7872 -15.1995 -20.8912 1.1 -0.6 -0.1
O -4.5498 -11.7959 -21.4739 -1.7 -2.8 -0.7
C -7.6047 -16.7186 -24.8148 -3.2 -0.8 -2.5
C -7.3372 -15.8661 -23.8293 1.8 1.5 2.4
C 0.6720 -14.8394 -19.3831 -2.8 -1.1 -0.5
C -1.1999 -13.8434 -17.9888 -1.1 0.3 3.5
C -1.9282 -10.0911 -19.7698 1.7 -3.3 5.4
O -6.3629 -18.1046 -26.6456 -2.3 1.7 2.0
H -8.1302 -15.3432 -23.3156 -0.2 -0.1 0.0
O -0.6062 -13.4266 -23.1765 -1.1 -1.5 -0.6
C -0.0577 -12.4244 -22.7757 2.0 1.7 0.2
C -4.7255 -16.2118 -24.0375 -3.4 -0.6 -2.2
C -2.0950 -8.8011 -20.3757 2.1 4.2 -0.9
C -3.8079 -10.9534 -21.0376 1.7 2.1 0.7
C -4.0928 -9.5285 -21.5628 0.8 2.5 0.1
O -5.7871 -14.8308 -22.3494 -0.3 -0.8 -1.3
C -0.3378 -15.3779 -20.3018 1.3 2.0 1.8
C -1.8641 -14.9805 -20.0572 -0.5 1.0 1.4
O 0.0879 -15.9708 -21.2651 -0.6 -1.7 -2.3
O -1.2165 -10.3853 -18.7116 0.0 2.5 -2.1
O -8.8773 -16.8891 -25.1476 2.4 -0.8 -0.3
O -5.0157 -9.3006 -22.3609 0.0 -0.3 0.4
C 1.2799 -12.4203 -22.2564 -2.2 0.2 -1.0
H -0.5003 -8.9408 -23.0278 0.3 0.3 0.5
H -3.3172 -7.4837 -21.5503 0.2 0.2 0.0
O -3.6256 -15.8237 -23.6839 1.0 -0.6 -0.1
C 0.2920 -14.1872 -18.2413 3.4 3.3 1.5
C -0.0188 -9.8426 -22.6793 -3.4 -2.1 -1.1
O -1.2288 -7.8774 -20.3094 1.4 -0.1 1.2
H 1.7219 -14.8580 -19.6357 0.0 -0.2 -0.1
```
Forces are in eV/Å.

Values from the calculation:
⟨S²⟩: 0.79
2S+1: 2
molecular weight: 778.5 g mol⁻¹
total energy: -65715.99109 eV
charge: -6
Kohn-Sham gap (spin up / spin down): 4.27 / 3.37 eV